[1]
# C24H51BrNO10PS

7 unconnected molecules or ions with the total composition C24H51BrNO10PS (wB97M-V/def2-TZVPD, the OMol25 dataset).

Results
Total charge: 0
Largest force on an atom (eV/A): 1.12
HOMO energy (Ha): -0.33856

Cartesian coordinates (Å):
N1 -5.45 0.48 5.96
P1 -4.63 -0.39 4.77
O1 -4.72 -1.92 5.38
O2 -3.09 0.02 5.34
S1 -1.77 -0.03 4.39
O3 -0.93 -1.04 4.96
O4 -2.35 -0.69 2.98
Br1 -0.94 -0.55 1.81
H1 -6.36 0.77 5.61
H2 -5.58 -0.01 6.84
H3 -5.51 -2.01 5.92
C1 3.17 -0.34 -1.72
C2 3.72 0.13 -0.37
C3 2.47 0.73 0.27
O5 1.37 -0.03 -0.23
C4 1.79 -0.84 -1.33
H4 3.76 -1.12 -2.20
H5 3.09 0.50 -2.41
H6 4.08 -0.72 0.21
H7 4.53 0.85 -0.46
H8 2.34 1.78 -0.01
H9 2.48 0.66 1.36
H10 1.82 -1.89 -1.00
H11 1.06 -0.76 -2.13
C5 -5.91 3.46 0.91
C6 -7.36 3.36 1.37
C7 -7.34 2.04 2.14
O6 -6.03 1.92 2.69
C8 -5.16 2.89 2.11
H12 -5.60 4.48 0.67
H13 -5.74 2.83 0.03
H14 -7.60 4.18 2.05
H15 -8.08 3.35 0.56
H16 -7.52 1.19 1.47
H17 -8.07 2.00 2.95
H18 -4.95 3.67 2.86
H19 -4.22 2.41 1.85
C9 1.44 -4.61 -4.34
C10 2.05 -4.91 -2.97
C11 3.34 -4.11 -3.03
O7 3.08 -2.98 -3.87
C12 1.83 -3.15 -4.54
H20 0.36 -4.76 -4.39
H21 1.91 -5.23 -5.11
H22 1.40 -4.52 -2.18
H23 2.21 -5.96 -2.79
H24 4.15 -4.70 -3.48
H25 3.68 -3.76 -2.05
H26 1.09 -2.47 -4.10
H27 1.96 -2.88 -5.59
C13 8.02 -2.08 -4.24
C14 6.54 -2.03 -4.62
C15 6.32 -3.43 -5.18
O8 7.22 -4.29 -4.48
C16 8.16 -3.51 -3.74
H28 8.31 -1.34 -3.50
H29 8.64 -1.92 -5.13
H30 5.92 -1.89 -3.72
H31 6.28 -1.25 -5.33
H32 6.56 -3.47 -6.25
H33 5.30 -3.79 -5.04
H34 7.92 -3.58 -2.67
H35 9.16 -3.92 -3.89
C17 -2.48 0.97 -3.92
C18 -1.28 1.57 -4.66
C19 -0.16 0.64 -4.21
O9 -0.76 -0.64 -3.99
C20 -2.18 -0.52 -3.99
H36 -3.44 1.23 -4.36
H37 -2.48 1.31 -2.88
H38 -1.43 1.49 -5.74
H39 -1.08 2.61 -4.42
H40 0.28 0.99 -3.27
H41 0.64 0.53 -4.95
H42 -2.57 -0.96 -4.91
H43 -2.58 -1.08 -3.14
C21 -0.65 4.33 8.21
C22 -0.60 2.98 7.49
C23 -1.83 3.07 6.59
O10 -1.99 4.45 6.26
C24 -1.15 5.25 7.09
H44 0.30 4.65 8.62
H45 -1.38 4.30 9.02
H46 0.31 2.91 6.89
H47 -0.64 2.12 8.16
H48 -2.73 2.72 7.11
H49 -1.72 2.49 5.67
H50 -0.31 5.63 6.50
H51 -1.72 6.10 7.46



[2]
# C4H12N2O

A single C4H12N2O molecule (wB97M-V/def2-TZVPD, the OMol25 dataset).

Results
Relative energy (zero: lowest compared OMol25 entry of this formula, charge and spin) (kJ/mol): 182.3
Total charge: 0
SMILES string: NCCNCCO
Largest force on an atom (eV/A): 2.00
HOMO energy (Ha): -0.33600

Cartesian coordinates (Å):
N1 -1.30 2.33 0.58
C1 -0.85 1.30 1.55
C2 -0.71 -0.10 0.97
N2 0.11 -0.08 -0.24
C3 0.42 -1.45 -0.75
C4 1.83 -1.45 -1.29
O1 2.12 -0.37 -2.16
H1 -2.00 2.89 1.06
H2 -1.84 1.87 -0.15
H3 0.06 1.61 2.08
H4 -1.65 1.24 2.29
H5 -1.71 -0.52 0.81
H6 -0.15 -0.60 1.75
H7 -0.38 0.44 -0.95
H8 -0.32 -1.60 -1.54
H9 0.32 -2.10 0.10
H10 2.03 -2.39 -1.80
H11 2.50 -1.37 -0.42
H12 1.52 0.34 -1.90



[3]
# C3H6ClNO

A single C3H6ClNO molecule (wB97M-V/def2-TZVPD, the OMol25 dataset).

Results
Relative energy (zero: lowest compared OMol25 entry of this formula, charge and spin) (kJ/mol): 346.3
Total charge: 0
SMILES string: CC(C)(Cl)N=O
Largest force on an atom (eV/A): 5.47
HOMO energy (Ha): -0.34301

Cartesian coordinates (Å):
C1 0.00 0.43 1.11
C2 0.88 -0.10 0.03
C3 0.17 -0.20 -1.21
Cl1 2.41 1.09 -0.02
N1 1.70 -1.15 0.60
O1 2.06 -2.11 -0.06
H1 0.52 0.41 2.13
H2 -0.90 -0.05 1.02
H3 -0.21 1.47 0.75
H4 -0.21 0.82 -1.40
H5 0.73 -0.47 -2.17
H6 -0.62 -0.82 -1.16